ORCA calculation (wB97M-V/def2-TZVPD) on 2 unconnected molecules or ions with the total composition C5H14N2O.

The geometry in XYZ format:
```
22
Properties=species:S:1:pos:R:3
H -3.132 0.922 1.249
N -3.064 1.371 0.341
C -1.917 1.323 -0.186
N -0.932 0.441 0.419
C 0.315 1.248 0.623
C 1.549 0.387 0.966
C 1.892 -0.588 -0.141
C 2.081 0.120 -1.484
H -1.774 1.951 -1.068
H -0.790 -0.315 -0.247
H 0.081 1.856 1.512
H 0.433 2.127 -0.024
H 2.327 1.096 1.305
H 1.335 -0.032 1.952
H 2.720 -1.245 0.095
H 0.969 -1.174 -0.313
H 2.699 1.016 -1.316
H 2.406 -0.554 -2.277
H 1.139 0.538 -1.840
O -0.458 -3.185 -0.222
H -1.139 -3.847 -0.128
H 0.194 -3.534 -0.849
```

For the gap between HOMO and LUMO, the calculation gives 10.0 eV. The energy is -383.6045 Eh. The HOMO energy comes out at -9.35 eV. As for the SMILES: [H]/N=C\NCCCC.O. The calculation puts the energy relative to the best compared isomer or geometry (same formula, charge and spin) at 252.6 kJ/mol. The calculation puts the LUMO energy at 0.62 eV.